Entry 1:
Density functional theory data (ωB97M-V/def2-TZVPD) for a structure of composition C30H27BF4IrNPS5.

Calculated values
HOMO level (spin up / spin down), hartree: -0.282 / -0.299
LUMO (spin up / spin down), eV: -1.13 / -2.32
Orbital gap (spin up / spin down), eV: 6.54 / 5.82
2S+1: 2
DFT total energy, Eh: -4075.33662
Largest force on an atom, eV/A: 0.224
Energy relative to the best compared isomer or geometry (same formula, charge and spin), kJ/mol: 4.9

```
70
Properties=species:S:1:pos:R:3:forces:R:3:mulliken_spin:R:1
Ir -0.5677 1.0310 0.9111 -0.2 0.0 -0.1 0.23
C -1.9856 -1.7460 4.7471 0.0 0.0 0.0 0.00
C -1.7394 -0.3592 4.2253 0.0 0.0 0.0 -0.01
C -0.4589 0.1765 4.2101 0.0 0.1 0.0 0.01
C -0.2208 1.4622 3.7221 -0.1 -0.1 0.0 0.03
C 1.1197 2.1086 3.9241 0.0 0.0 0.0 0.01
C -1.2986 2.1824 3.1711 0.1 -0.1 0.0 0.02
C -2.6100 1.6718 3.2343 0.0 0.0 0.0 -0.02
C -3.7707 2.4724 2.7238 0.0 0.0 0.0 0.00
C -2.8061 0.4104 3.7609 0.0 0.0 0.0 0.00
H -2.2565 -1.7140 5.8048 0.0 0.0 0.0 0.00
H -1.0969 -2.3686 4.6488 0.0 0.0 0.0 0.00
H -2.8046 -2.2216 4.2085 0.0 0.0 0.0 0.00
H 0.3706 -0.4061 4.5960 0.0 0.0 0.0 0.00
H 1.2177 2.4027 4.9714 0.0 0.0 0.0 0.00
H 1.2352 3.0011 3.3127 0.0 0.0 0.0 -0.01
H 1.9374 1.4236 3.6959 0.0 0.0 0.0 0.00
H -1.1386 3.2104 2.8625 0.0 0.0 0.0 0.00
H -3.4564 3.1856 1.9620 0.0 0.0 0.0 0.00
H -4.2268 3.0413 3.5373 0.0 0.0 0.0 0.00
H -4.5280 1.8162 2.2961 0.0 0.0 0.0 0.00
H -3.8026 -0.0147 3.7503 0.0 0.0 0.0 0.00
S 1.8498 6.4092 -3.0996 0.0 0.0 0.0 0.05
C 1.2892 5.2381 -2.1182 0.0 0.0 0.0 0.00
S 2.3301 4.1948 -1.1904 0.0 0.0 0.0 0.00
C 1.0760 3.2471 -0.4407 0.0 0.0 0.0 0.07
C -0.2086 3.5826 -0.7696 0.0 0.0 0.0 0.05
S -1.5427 2.7756 -0.0876 -0.1 0.0 0.0 0.25
S -0.4020 4.9007 -1.8947 0.0 0.0 0.0 -0.01
S 1.4298 2.0109 0.6795 0.0 0.0 0.0 0.23
N -0.1691 -0.4999 -0.0473 0.1 0.0 0.1 0.04
P 0.7668 -0.9871 -1.2477 -0.1 0.0 -0.1 0.00
C 0.8219 -2.7829 -1.1371 -0.1 0.0 0.1 0.00
C -0.2297 -3.4321 -0.4920 0.0 0.0 0.0 0.00
C -0.2544 -4.8186 -0.4573 0.0 0.0 0.0 0.00
C 0.7537 -5.5523 -1.0658 0.0 0.0 0.0 0.00
C 1.7965 -4.9037 -1.7143 0.0 0.0 0.0 0.00
C 1.8320 -3.5193 -1.7518 0.0 0.0 0.0 0.00
C 2.4834 -0.4291 -1.3118 0.0 0.0 0.1 0.01
C 3.3750 -0.9403 -0.3675 0.0 0.0 0.0 0.01
C 4.6582 -0.4292 -0.2729 0.0 0.0 0.0 0.00
C 5.0613 0.5933 -1.1232 0.0 0.0 0.0 0.01
C 4.1795 1.1059 -2.0635 0.0 0.0 0.0 -0.01
C 2.8902 0.6021 -2.1539 0.0 0.0 0.0 0.01
C 0.0072 -0.5389 -2.8203 0.0 0.0 0.0 0.00
C -1.2939 -0.0473 -2.8164 0.0 0.0 0.0 0.00
C -1.9218 0.2459 -4.0195 0.0 0.0 0.0 0.00
C -1.2578 0.0420 -5.2184 0.0 0.0 0.0 0.00
C 0.0377 -0.4640 -5.2248 0.0 0.0 0.0 0.00
C 0.6701 -0.7567 -4.0293 0.0 0.0 0.0 0.00
H -1.0262 -2.8520 -0.0436 0.0 0.0 0.0 0.00
H -1.0722 -5.3241 0.0391 0.0 0.0 0.0 0.00
H 0.7264 -6.6340 -1.0381 0.0 0.0 0.0 0.00
H 2.5825 -5.4755 -2.1899 0.0 0.0 0.0 0.00
H 2.6518 -3.0163 -2.2513 0.0 0.0 0.0 0.00
H 3.0589 -1.7350 0.2982 0.0 0.0 0.0 0.00
H 5.3458 -0.8282 0.4612 0.0 0.0 0.0 0.00
H 6.0657 0.9904 -1.0523 0.0 0.0 0.0 0.00
H 4.4904 1.9062 -2.7222 0.0 0.0 0.0 0.00
H 2.1980 1.0231 -2.8733 0.0 0.0 0.0 0.00
H -1.8263 0.0875 -1.8856 0.0 0.0 0.0 0.00
H -2.9355 0.6237 -4.0066 0.0 0.0 0.0 0.00
H -1.7493 0.2707 -6.1554 0.0 0.0 0.0 0.00
H 0.5515 -0.6308 -6.1625 0.0 0.0 0.0 0.00
H 1.6794 -1.1517 -4.0373 0.0 0.0 0.0 0.00
F -2.5452 0.1514 1.0004 0.0 -0.1 0.1 0.02
B -3.6283 -0.6169 0.2823 0.0 0.0 0.0 0.00
F -3.1237 -1.8683 0.0002 0.0 0.0 0.0 0.00
F -3.9059 0.1152 -0.8592 0.0 0.0 0.0 0.00
F -4.6785 -0.6483 1.1755 0.0 0.0 0.0 0.00
```
Positions in Å, forces in eV/Å.

=====

Entry 2:
Density functional theory data (ωB97M-V/def2-TZVPD) for a structure of composition C30H27CoN5O2S3Sb.

Calculated values
HOMO level (spin up / spin down), hartree: -0.134 / -0.162
LUMO (spin up / spin down), eV: 2.36 / 0.43
Orbital gap (spin up / spin down), eV: 5.99 / 4.84
2S+1: 6
DFT total energy, Eh: -4401.40336
Largest force on an atom, eV/A: 0.940
Energy relative to the best compared isomer or geometry (same formula, charge and spin), kJ/mol: 0.0
Charge: -1

```
69
Properties=species:S:1:pos:R:3:forces:R:3:mulliken_spin:R:1
Co 0.9954 1.1467 1.4780 -0.3 -0.6 0.2 2.71
S 2.3795 2.9135 5.8853 0.0 0.0 -0.1 0.36
Sb 1.5908 1.3052 4.4432 0.1 0.0 0.7 0.40
S -0.4064 1.9193 3.3441 0.0 0.2 -0.5 0.19
S 3.0273 0.8485 2.6281 0.0 0.2 -0.2 0.23
C -2.1494 2.5753 -2.7212 -0.2 0.1 0.0 0.19
C -2.2442 2.2300 -1.3767 0.0 0.0 0.1 -0.11
C -1.1279 1.8112 -0.6920 0.0 0.0 0.0 0.18
C 0.1235 1.7066 -1.3446 -0.1 0.0 0.1 -0.10
C 0.2021 2.0789 -2.7001 0.1 0.0 -0.1 0.20
C -0.9268 2.5060 -3.3683 0.1 0.0 -0.2 -0.09
N 1.1890 1.3075 -0.6079 -0.2 0.3 0.2 0.55
C 2.4002 0.9829 -1.2118 0.1 -0.1 0.1 -0.04
C 2.4803 0.0681 -2.2694 0.1 0.2 0.2 0.09
C 3.7220 -0.2594 -2.7816 0.0 -0.1 -0.1 -0.05
C 4.8719 0.3171 -2.2600 0.1 -0.1 -0.1 0.08
C 4.7898 1.2099 -1.2031 0.0 0.1 0.1 -0.03
C 3.5610 1.5339 -0.6572 0.0 -0.1 -0.1 0.08
H -3.0274 2.9088 -3.2581 0.0 0.0 0.0 0.01
H -3.1964 2.2904 -0.8664 0.0 0.0 0.0 0.00
H -1.2089 1.5345 0.3549 0.0 0.0 0.0 0.04
H 1.1567 2.0526 -3.2055 0.0 0.0 0.0 0.01
H -0.8525 2.7972 -4.4087 0.0 0.0 0.0 0.00
H 1.5753 -0.4067 -2.6132 -0.1 -0.1 -0.1 0.00
H 3.7951 -0.9855 -3.5807 0.0 0.0 0.0 0.00
H 5.8404 0.0502 -2.6633 0.0 0.0 0.0 0.01
H 5.6893 1.6375 -0.7793 0.0 0.0 0.0 0.00
H 3.4749 2.1935 0.1955 0.0 0.0 0.0 0.01
O 0.2887 -1.3209 3.6833 0.0 -0.1 -0.1 0.01
C -0.1105 -1.5400 2.5570 0.1 0.2 0.3 0.00
N -0.8990 -2.6254 2.2283 -0.1 -0.1 -0.1 0.00
C -0.9236 -2.8197 0.8000 -0.1 0.0 0.1 0.00
C -0.3027 -1.4627 0.3465 -0.1 -0.2 0.2 -0.02
O -0.2472 -1.1493 -0.8291 0.0 0.1 -0.4 0.01
N 0.1274 -0.7831 1.4207 0.3 0.3 -0.2 0.07
C -2.3493 -2.9785 0.2991 -0.1 0.1 0.0 0.00
C -3.1396 -1.8558 0.0703 0.1 -0.1 0.0 0.00
C -4.4643 -1.9931 -0.3016 -0.1 0.1 0.0 0.00
C -5.0227 -3.2534 -0.4480 -0.1 0.0 0.0 0.00
C -4.2461 -4.3746 -0.2193 0.0 -0.1 0.0 0.00
C -2.9164 -4.2371 0.1484 0.0 0.0 0.0 0.00
C 0.0004 -3.9151 0.3066 0.1 -0.1 0.0 0.00
C 0.8787 -4.5690 1.1605 -0.1 0.1 0.0 0.00
C 1.7417 -5.5388 0.6739 0.1 -0.1 0.0 0.00
C 1.7411 -5.8579 -0.6710 0.0 -0.1 -0.1 0.00
C 0.8787 -5.1928 -1.5329 0.1 -0.1 -0.1 0.00
C 0.0176 -4.2276 -1.0503 0.0 0.0 0.0 0.00
H -0.9487 -3.3792 2.8912 0.0 -0.1 0.0 0.00
H -2.7122 -0.8698 0.1786 0.0 0.1 0.0 0.00
H -5.0652 -1.1112 -0.4808 0.0 0.0 0.0 0.00
H -6.0597 -3.3587 -0.7417 0.0 0.0 0.0 0.00
H -4.6709 -5.3640 -0.3309 0.0 0.0 0.0 0.00
H -2.3118 -5.1193 0.3117 0.0 0.0 0.0 0.00
H 0.9171 -4.3024 2.2075 0.0 0.0 0.0 0.00
H 2.4227 -6.0347 1.3535 0.0 0.0 0.0 0.00
H 2.4146 -6.6136 -1.0519 0.0 0.0 0.0 0.00
H 0.8826 -5.4262 -2.5898 0.0 0.0 0.0 0.00
H -0.6418 -3.6967 -1.7221 0.0 0.0 0.0 0.00
C -1.0445 5.6529 2.6422 0.0 0.0 0.2 0.00
N -0.2737 5.5827 1.4110 -0.2 0.2 0.0 0.00
C 0.0038 6.8195 0.7112 0.0 0.1 -0.1 0.00
C 0.5466 4.5676 1.2479 0.7 -0.6 -0.1 0.00
N 1.2479 3.6554 1.1155 -0.2 0.3 -0.1 0.01
H -2.0776 5.9223 2.4116 0.0 0.0 0.0 0.00
H -0.6171 6.4001 3.3206 0.0 0.0 0.0 0.00
H -1.0060 4.6828 3.1372 -0.1 0.0 0.0 0.01
H -0.9341 7.2702 0.3771 0.0 0.0 0.0 0.00
H 0.6215 6.6104 -0.1598 0.0 0.0 0.0 0.00
H 0.5290 7.5328 1.3575 0.0 0.0 0.0 0.00
```
Positions in Å, forces in eV/Å.

=====

Entry 3:
Density functional theory data (ωB97M-V/def2-TZVPD) for a structure of composition C30H27F2N5PSV.

Calculated values
HOMO level (spin up / spin down), hartree: -0.733 / -0.733
LUMO (spin up / spin down), eV: -14.37 / -14.37
Orbital gap (spin up / spin down), eV: 5.57 / 5.58
DFT total energy, Eh: -3314.93384
Largest force on an atom, eV/A: 1.112
Charge: +4

```
67
Properties=species:S:1:pos:R:3:forces:R:3:mulliken_charge:R:1
V 0.4662 -1.0199 -0.5734 0.7 -0.5 0.4 -0.74
N -0.6926 -2.1684 0.7443 -0.1 0.0 0.0 -0.01
C -1.2220 -1.6046 1.9968 0.1 -0.1 -0.2 0.23
C -1.4713 -2.3901 3.0972 0.0 -0.2 0.1 -0.68
C -1.9968 -1.7817 4.2361 0.0 0.1 0.0 -0.73
C -2.2655 -0.4167 4.2551 0.0 0.0 0.0 -0.89
C -2.0025 0.3654 3.1382 0.0 0.0 0.1 -0.92
C -1.4820 -0.2460 1.9990 0.2 0.1 -0.2 0.43
P -1.1749 0.6716 0.4992 -0.3 0.1 0.4 1.68
C -0.5628 2.2681 0.9215 0.0 -0.1 -0.2 0.86
C -1.3858 3.3979 0.7790 0.1 0.1 0.0 -0.65
C -0.9656 4.6040 1.3166 0.0 0.0 0.0 -0.83
C 0.2587 4.6920 1.9692 0.0 0.0 0.0 -0.73
C 1.0734 3.5677 2.1108 0.1 0.0 0.0 -0.82
C 0.6663 2.3556 1.5934 0.0 0.1 0.1 -0.62
C -2.5815 0.6635 -0.5643 0.2 -0.2 -0.1 1.57
C -2.7675 1.6493 -1.5562 0.0 -0.1 0.0 -0.39
C -3.9265 1.6497 -2.3036 0.0 0.0 0.0 -1.11
C -4.8866 0.6560 -2.1042 0.0 0.0 0.0 -0.68
C -4.7024 -0.3336 -1.1399 0.0 0.0 0.0 -0.93
C -3.5571 -0.3371 -0.3687 0.0 0.0 0.0 -0.75
H -1.4644 -2.5159 0.1671 -0.1 -0.1 0.1 0.40
H -0.1456 -3.0095 0.9470 0.1 0.0 0.0 0.37
H -1.2738 -3.4581 3.0900 0.0 0.1 0.0 0.52
H -2.1933 -2.3834 5.1140 0.0 0.0 0.0 0.48
H -2.6745 0.0433 5.1459 0.0 0.0 0.0 0.50
H -2.1994 1.4311 3.1568 0.0 0.0 0.0 0.57
H -2.3537 3.3341 0.3022 0.0 0.0 0.0 0.61
H -1.6032 5.4755 1.2338 0.0 0.0 0.0 0.52
H 0.5764 5.6406 2.3854 0.0 0.0 0.0 0.48
H 2.0153 3.6464 2.6401 0.0 0.0 0.0 0.53
H 1.2810 1.4745 1.7374 0.0 0.0 0.0 0.60
H -2.0296 2.4242 -1.7121 0.0 0.0 0.0 0.74
H -4.0966 2.4288 -3.0363 0.0 0.0 0.0 0.50
H -5.7915 0.6598 -2.6987 0.0 0.0 0.0 0.48
H -5.4690 -1.0815 -0.9780 0.0 0.0 0.0 0.51
H -3.4543 -1.0644 0.4310 0.0 0.0 0.0 0.47
N 0.8979 -4.6788 -0.8651 -0.1 0.1 -0.1 -0.46
N 1.3663 -4.5670 -2.1849 0.0 0.1 0.0 -0.33
C 1.1416 -3.5147 -2.9507 0.1 0.1 0.3 0.89
N 1.6013 -3.4628 -4.1756 0.0 0.0 -0.1 -0.37
S 0.0762 -2.1838 -2.4575 -0.4 -0.1 0.0 -0.46
H 1.6627 -5.0547 -0.3113 0.1 0.0 0.0 0.31
H 0.1572 -5.3773 -0.8541 0.0 -0.1 0.0 0.31
H 1.8485 -5.3641 -2.5873 0.1 -0.1 0.0 0.23
H 2.1153 -4.2305 -4.5945 0.0 0.0 0.0 0.25
H 1.4015 -2.6798 -4.7811 0.0 0.0 0.0 0.21
F 4.5768 -2.6239 2.3899 0.0 0.0 0.0 -0.26
C 4.0304 -1.7015 1.6337 0.1 0.0 0.1 0.00
C 2.7814 -1.9518 1.0809 -0.2 0.1 0.0 -0.59
C 2.2297 -0.9610 0.2706 -0.6 0.0 -0.3 1.05
C 2.9045 0.2536 -0.0132 -0.3 -0.2 -0.1 -0.51
C 4.1219 0.4554 0.6099 0.2 0.0 0.1 0.67
F 4.7699 1.5905 0.4242 0.0 0.0 0.0 -0.28
C 4.7032 -0.5097 1.4241 0.1 0.1 0.0 -0.70
C 2.2811 1.1207 -1.0183 -0.3 -0.2 0.0 0.72
C 2.8304 2.2241 -1.6319 0.1 0.2 0.0 -0.73
C 2.1286 2.8615 -2.6485 0.0 0.0 -0.1 -0.71
C 0.8904 2.3708 -3.0584 0.1 0.1 0.0 -0.98
C 0.3799 1.2738 -2.4160 0.3 -0.2 0.3 -0.56
N 1.0512 0.6640 -1.4005 0.1 0.8 -0.7 0.99
H 2.2949 -2.8875 1.3221 0.0 0.0 0.0 0.58
H 5.6724 -0.3326 1.8788 0.0 0.0 0.0 0.59
H 3.8055 2.5801 -1.3384 0.0 0.0 0.0 0.68
H 2.5595 3.7278 -3.1372 0.0 0.0 0.0 0.53
H 0.3418 2.8253 -3.8734 0.0 0.0 0.0 0.55
H -0.5669 0.8460 -2.7080 -0.1 -0.1 0.0 0.83
```
Positions in Å, forces in eV/Å.